P | Density functional theory data (ωB97M-V with the def2-TZVPD basis set) for an isolated ion of composition C4H9N4O and charge +1.

HOMO-LUMO gap = 10.2 eV
charge = +1

XYZ file:
```
18
Properties=species:S:1:pos:R:3:mulliken_charge:R:1
C 1.45263 -0.96514 0.59813 -0.579
C 0.24645 -1.50076 0.72512 -0.260
C 1.67233 0.36102 -0.11518 0.910
C -0.55854 0.59988 0.36162 -0.546
N 2.01891 1.37476 0.69106 -0.357
N -0.79070 -0.63712 0.27622 0.512
N -1.83674 -1.22304 -0.51483 -0.804
N -1.58046 1.22649 -0.62154 -0.202
O 1.30321 0.56091 -1.28417 -0.666
H 2.40534 -1.43908 1.00232 0.354
H -0.08590 -2.30907 1.31751 0.464
H 2.57257 1.27647 1.54023 0.237
H 2.28582 2.29369 0.32544 0.261
H -2.32602 -2.11266 -0.07665 0.295
H -1.65655 -1.30429 -1.52154 0.289
H -0.81587 1.44051 -1.32766 0.395
H -2.22920 1.97079 -0.44392 0.340
H -2.07729 0.38665 -0.93217 0.358
```


Q | Density functional theory data (ωB97M-V with the def2-TZVPD basis set) for a 2-piece molecular cluster, C4H9N4O overall.

HOMO-LUMO gap = 10.1 eV
charge = +1

XYZ file:
```
18
Properties=species:S:1:pos:R:3:mulliken_charge:R:1
C -1.29064 -0.45242 -0.84472 -0.213
C -3.07814 0.55751 -0.08238 -0.208
C -0.94751 0.32360 0.45342 0.280
C 1.84181 -0.31551 -0.02260 0.276
N -2.62732 -0.15383 -1.01396 -0.456
N -2.12776 0.87023 0.92494 -0.234
N 0.18946 0.35738 1.02986 -0.408
N 2.66161 0.06712 0.99091 -0.473
O 1.92009 0.06368 -1.26748 -0.378
H -1.03674 -1.50931 -0.90014 0.303
H -4.11373 0.91503 -0.04607 0.385
H 1.33158 -1.33643 -0.03623 0.406
H -2.14894 1.77945 1.45571 0.317
H 0.33064 1.22303 1.63515 0.266
H 3.16180 0.91612 0.87567 0.220
H -0.63682 0.06418 -1.62502 0.261
H 2.40267 -0.23761 1.97680 0.291
H 2.52475 0.86779 -1.35964 0.367
```


How far above the most stable structure does each one sit? In hartree: P 0.1094; Q 0.0000.


P | Density functional theory data (ωB97M-V with the def2-TZVPD basis set) for a 2-piece molecular cluster, H3N3O2 overall.

HOMO-LUMO gap (alpha / beta) = 8.6 / 6.5 eV
charge = 0

XYZ file:
```
8
Properties=species:S:1:pos:R:3:mulliken_charge:R:1
N 0.17513 0.29464 0.09331 -0.001
N 0.34427 -0.36846 -1.01356 -0.402
N -2.24084 0.39179 -0.93045 0.415
O -1.89237 1.11591 0.01184 -0.407
O -3.16981 0.60140 -1.71186 -0.456
H -0.04533 -0.26933 0.99608 0.305
H 0.19691 1.21702 -0.04150 0.305
H 0.19225 -1.37015 -0.99001 0.241
```


Q | Density functional theory data (ωB97M-V with the def2-TZVPD basis set) for one molecule with the formula H3N3O2.

HOMO-LUMO gap = 10.1 eV
SMILES string = N/N=[N+](\[O-])O
charge = 0

XYZ file:
```
8
Properties=species:S:1:pos:R:3:mulliken_charge:R:1
N 1.50586 0.19794 0.11630 -0.327
N 0.52982 -0.69065 -0.03255 -0.469
N -0.60507 -0.19377 0.05884 1.077
O -0.87885 0.99043 0.10182 -0.772
O -1.62302 -1.07057 0.24786 -0.411
H 2.24229 0.24662 -0.58584 0.260
H 1.20583 1.14053 0.23655 0.266
H -2.37688 -0.62054 -0.14298 0.376
```


R | Density functional theory data (ωB97M-V with the def2-TZVPD basis set) for one molecule with the formula H3N3O2.

HOMO-LUMO gap = 10.7 eV
SMILES string = N/[N+]([O-])=N/O
charge = 0

XYZ file:
```
8
Properties=species:S:1:pos:R:3:mulliken_charge:R:1
N 1.43527 0.28511 -0.07810 -0.568
N 0.14023 -0.12602 -0.07127 1.127
O -0.04938 -1.32105 0.02927 -0.734
N -0.70123 0.80318 -0.13485 -0.334
O -2.14955 0.17638 -0.11428 -0.416
H 1.45700 1.27152 0.22314 0.304
H 2.03053 -0.34500 0.48708 0.289
H -2.16286 -0.74413 -0.34099 0.332
```


S | Density functional theory data (ωB97M-V with the def2-TZVPD basis set) for one molecule with the formula H3N3O2.

HOMO-LUMO gap = 11.2 eV
SMILES string = NN[N+](=O)[O-]
charge = 0

XYZ file:
```
8
Properties=species:S:1:pos:R:3:mulliken_charge:R:1
N -1.02340 0.71927 0.42121 -0.480
N 0.29877 0.62601 -0.08540 -0.215
N 0.69855 -0.61371 -0.52884 1.038
O -0.16683 -1.31658 -0.97017 -0.581
O 1.87668 -0.89693 -0.27354 -0.591
H -1.72329 0.49496 -0.19910 0.289
H -0.98799 0.02058 1.15977 0.258
H 1.02750 0.96639 0.47606 0.283
```


How far above the most stable structure does each one sit? In hartree: P 0.0723; Q 0.0059; R 0.0233; S 0.0000.


P | Density functional theory data (ωB97M-V with the def2-TZVPD basis set) for a 3-piece molecular cluster, C6H16O2 overall.

HOMO-LUMO gap = 9.6 eV
SMILES string = C/C=C(\C)CC.O.O
charge = 0

XYZ file:
```
24
Properties=species:S:1:pos:R:3:mulliken_charge:R:1
C -2.81095 1.23812 -0.65023 -1.286
C -1.59019 1.02479 -1.54185 -0.125
C -0.61843 0.18639 -1.22049 0.710
C -0.61101 -0.70198 -0.01744 -0.934
C 0.59529 0.04657 -2.12678 -0.941
C 1.69554 1.00766 -1.68860 -1.035
H -3.58253 1.76275 -1.20241 0.365
H -2.56242 1.88780 0.19095 0.279
H -3.17243 0.28794 -0.27573 0.347
H -1.53408 1.69745 -2.39111 0.360
H 0.38734 -1.00087 0.27389 0.025
H -1.13861 -0.22714 0.82488 0.319
H -1.13895 -1.65082 -0.20776 0.301
H 1.00974 -0.95630 -2.02870 0.330
H 0.36018 0.23253 -3.16406 0.368
H 1.43051 2.05468 -1.85564 0.313
H 1.96504 0.87974 -0.63528 0.268
H 2.60697 0.85628 -2.26084 0.357
O -0.34789 -0.40205 4.07364 -0.630
H -0.19534 0.45929 3.65753 0.310
H -1.29192 -0.35109 4.26926 0.312
O 3.01543 -1.97901 1.69568 -0.634
H 3.49722 -1.16282 1.51746 0.319
H 2.46105 -2.12110 0.92340 0.303
```


Q | Density functional theory data (ωB97M-V with the def2-TZVPD basis set) for a 3-piece molecular cluster, C6H16O2 overall.

HOMO-LUMO gap = 10.1 eV
SMILES string = C=CCCCC.O.O
charge = 0

XYZ file:
```
24
Properties=species:S:1:pos:R:3:mulliken_charge:R:1
C -0.68726 3.11844 -0.06753 -0.759
C 0.42377 2.43208 -0.28666 -0.110
C 0.40012 1.08814 -0.96257 -0.708
C 0.00321 -0.04119 0.05201 -0.275
C 1.29930 -0.38869 0.80843 -0.706
C 2.39160 -1.21438 0.17583 -1.132
H -1.68526 2.88501 -0.39384 0.261
H -0.64886 4.02934 0.52269 0.246
H 1.33698 2.75551 0.19872 0.321
H -0.38796 1.08783 -1.72058 0.339
H 1.32966 0.81624 -1.44686 0.368
H -0.59320 0.41856 0.83339 0.372
H -0.49671 -0.85448 -0.46517 0.224
H 1.01401 -0.89589 1.73994 0.347
H 1.65162 0.56042 1.22752 0.293
H 3.06446 -1.67574 0.89720 0.377
H 2.93181 -0.81672 -0.67928 0.304
H 1.89600 -2.10809 -0.20307 0.231
O -3.30268 -0.38870 -0.49494 -0.670
H -2.94866 -1.28421 -0.40575 0.334
H -2.55271 0.19793 -0.35689 0.344
O -1.65379 -3.04527 0.05708 -0.614
H -2.06918 -3.46392 0.82041 0.309
H -0.71628 -3.21222 0.14988 0.304
```


R | Density functional theory data (ωB97M-V with the def2-TZVPD basis set) for a 3-piece molecular cluster, C6H16O2 overall.

HOMO-LUMO gap = 9.4 eV
SMILES string = C/C=C/CCC.O.O
charge = 0

XYZ file:
```
24
Properties=species:S:1:pos:R:3:mulliken_charge:R:1
C 0.58981 -1.03322 2.50696 -1.248
C 0.51168 -0.80920 1.03924 0.038
C -0.59431 -0.47015 0.39472 -0.290
C -0.61952 -0.04291 -1.06238 -0.650
C 0.08913 -0.99979 -2.03959 -0.300
C -0.86520 -1.93025 -2.76411 -1.310
H 0.90576 -2.00606 2.87373 0.338
H -0.38966 -0.84098 2.97484 0.302
H 1.22968 -0.26109 2.93340 0.276
H 1.46553 -0.78366 0.52855 0.309
H -1.51707 -0.37071 0.95807 0.282
H -1.64195 0.05816 -1.41362 0.364
H -0.17060 0.94771 -1.12304 0.257
H 0.66744 -0.41141 -2.75314 0.348
H 0.85471 -1.57387 -1.52346 0.259
H -1.33952 -2.62690 -2.07895 0.313
H -0.31312 -2.56497 -3.47533 0.368
H -1.63089 -1.42819 -3.36523 0.333
O -1.12087 2.47575 1.26189 -0.579
H -1.78932 2.42062 0.56735 0.317
H -0.94897 3.42330 1.31726 0.280
O 2.08269 2.92746 1.78114 -0.610
H 1.59449 3.23432 1.01172 0.296
H 2.95010 2.66602 1.45000 0.306
```


S | Density functional theory data (ωB97M-V with the def2-TZVPD basis set) for a 3-piece molecular cluster, C6H16O2 overall.

HOMO-LUMO gap = 9.9 eV
SMILES string = C=C(CC)CC.O.O
charge = 0

XYZ file:
```
24
Properties=species:S:1:pos:R:3:mulliken_charge:R:1
C -0.79107 1.33551 0.35180 -1.105
C -0.25041 0.24834 -0.18825 0.749
C 0.29077 -0.90773 0.61421 -0.185
C -0.06169 -0.97365 2.08660 -1.385
C -0.12924 0.14518 -1.69231 -0.985
C 1.13509 0.83884 -2.21486 -1.234
H -0.88882 1.40562 1.43459 0.245
H -1.24632 2.15619 -0.17882 0.323
H 1.37461 -0.94501 0.47498 0.411
H -0.03790 -1.79214 0.05838 0.408
H 0.66336 -0.43643 2.67018 0.247
H -0.21039 -1.99999 2.41748 0.327
H -0.99041 -0.44659 2.32470 0.384
H -1.04988 0.49047 -2.17903 0.460
H -0.13152 -0.91296 -1.99219 0.331
H 1.27843 1.82389 -1.78368 0.324
H 1.07362 0.98552 -3.30038 0.380
H 1.95889 0.13897 -2.09648 0.316
O 2.56936 0.99365 1.98506 -0.655
H 1.85511 1.48797 2.38731 0.322
H 2.40510 0.86540 1.04560 0.327
O -2.64483 -1.72256 -0.60006 -0.609
H -3.49549 -1.52559 -0.17922 0.301
H -2.67636 -1.25291 -1.44561 0.305
```


How far above the most stable structure does each one sit? In hartree: P 0.0000; Q 0.0133; R 0.0069; S 0.0048.


P | Density functional theory data (ωB97M-V with the def2-TZVPD basis set) for one molecule with the formula C7H13N.

HOMO-LUMO gap = 10.1 eV
SMILES string = C=C/C=C/CCCN
charge = 0

XYZ file:
```
21
Properties=species:S:1:pos:R:3:mulliken_charge:R:1
C -3.37477 0.65563 0.33727 -0.682
C -2.84484 -0.49296 -0.05428 -0.324
C -1.52540 -0.63550 -0.70315 -0.256
C -0.44170 -1.16793 -0.16007 -0.263
C 0.93106 -1.21381 -0.73611 -0.623
C 1.96365 -0.42962 0.10600 -0.754
C 1.65386 1.06317 0.13665 -0.235
N 2.62539 1.78978 0.97071 -0.619
H -2.94226 1.64136 0.23916 0.273
H -4.41566 0.73996 0.62855 0.257
H -3.39442 -1.39553 0.19781 0.289
H -1.44808 -0.30837 -1.73684 0.342
H -0.44960 -1.45672 0.87494 0.320
H 1.00201 -0.80895 -1.74738 0.340
H 1.29968 -2.24483 -0.74132 0.287
H 1.98827 -0.81090 1.12794 0.394
H 2.95751 -0.59965 -0.31508 0.352
H 1.55424 1.45041 -0.87941 0.322
H 0.68721 1.19023 0.60858 0.122
H 3.33601 1.18481 1.35154 0.233
H 3.06796 2.54032 0.45953 0.226
```


Q | Density functional theory data (ωB97M-V with the def2-TZVPD basis set) for one molecule with the formula C7H13N.

HOMO-LUMO gap = 10.0 eV
SMILES string = C=CC(=C)CCCN
charge = 0

XYZ file:
```
21
Properties=species:S:1:pos:R:3:mulliken_charge:R:1
C 0.96565 0.38606 2.92665 -0.905
C 0.73018 0.34913 1.61216 -0.068
C -0.08128 -0.65047 0.86301 0.655
C -1.14336 -1.21953 1.40587 -1.020
C 0.67201 -0.98398 -0.41670 -0.922
C 0.85949 -0.01030 -1.56908 -0.769
C -0.31478 1.03213 -1.58507 -0.396
N -1.46906 0.52030 -2.31801 -0.623
H 0.65504 -0.46923 3.52030 0.253
H 1.67389 1.08060 3.35888 0.292
H 1.06328 1.23600 1.07077 0.196
H -1.88364 -1.81734 0.89222 0.309
H -1.38232 -0.98481 2.43799 0.285
H 0.08649 -1.81086 -0.84526 0.361
H 1.56091 -1.49996 -0.04549 0.412
H 0.66144 -0.44671 -2.52785 0.476
H 1.79532 0.53446 -1.50298 0.340
H -0.56278 1.28634 -0.55631 0.281
H 0.09317 1.93786 -2.02066 0.404
H -1.74253 1.21097 -3.00142 0.211
H -2.23711 0.31933 -1.69903 0.229
```


How far above the most stable structure does each one sit? In hartree: P 0.0000; Q 0.0168.